# 1
{
  "formula": "C2H5Cl2N4",
  "method": "ωB97M-V/def2-TZVPD",
  "multiplicity": 3,
  "e_lumo_ev": [-4.39, -7.59],
  "total_charge": 1,
  "gap_ev": [6.43, 7.44],
  "elements": ["C", "C", "N", "N", "N", "N", "Cl", "Cl", "H", "H", "H", "H", "H"],
  "xyz": [[-0.219, -1.003, 0.326], [0.030, 0.755, -0.496], [-1.027, -1.623, -0.357], [-1.017, 1.054, -1.193], [0.613, -1.137, 1.359], [1.150, 1.398, -0.407], [0.960, 0.207, 2.412], [0.508, -2.654, 2.241], [-1.344, -2.558, -0.150], [-1.767, 0.371, -1.227], [-1.094, 1.879, -1.778], [1.900, 1.042, 0.172], [1.308, 2.269, -0.903]]
}


# 2
{
  "formula": "C23H32F7N2O23",
  "method": "ωB97M-V/def2-TZVPD",
  "relative_energy_ev": 0.459,
  "multiplicity": 1,
  "e_lumo_ev": -4.29,
  "total_charge": 1,
  "gap_ev": 8.58,
  "elements": ["N", "H", "H", "H", "H", "N", "H", "H", "H", "H", "C", "C", "O", "O", "H", "H", "H", "C", "C", "O", "C", "O", "O", "F", "H", "H", "H", "C", "C", "O", "C", "O", "O", "F", "H", "H", "H", "C", "C", "O", "C", "O", "O", "F", "H", "H", "H", "C", "C", "O", "C", "O", "O", "F", "H", "H", "H", "C", "C", "O", "C", "O", "O", "F", "H", "H", "H", "C", "C", "O", "C", "O", "O", "F", "H", "H", "H", "C", "C", "O", "C", "O", "O", "F", "H", "H", "H"],
  "xyz": [[3.119, 0.333, -2.468], [2.461, 0.004, -3.175], [3.726, 1.090, -2.761], [3.690, -0.487, -2.240], [2.607, 0.523, -1.560], [1.763, 4.563, -1.207], [2.507, 4.069, -1.708], [1.266, 5.074, -1.946], [2.187, 5.216, -0.544], [1.368, 3.791, -0.643], [-0.568, 0.034, -0.059], [0.781, 0.589, -0.461], [0.809, 1.611, -1.212], [1.823, -0.033, -0.071], [-1.353, 0.315, -0.754], [-0.832, 0.484, 0.906], [-0.558, -1.026, 0.179], [-4.503, -1.455, -2.189], [-3.538, -0.383, -2.665], [-4.106, 0.802, -2.231], [-5.382, 0.588, -1.740], [-6.035, 1.449, -1.278], [-5.672, -0.732, -1.828], [-3.393, -0.293, -4.036], [-4.029, -1.890, -1.309], [-4.717, -2.207, -2.943], [-2.570, -0.508, -2.180], [4.811, 0.418, 1.030], [6.148, 1.056, 1.379], [6.934, -0.124, 1.318], [6.202, -1.164, 1.785], [6.604, -2.224, 2.109], [4.869, -0.817, 1.696], [6.166, 1.608, 2.621], [4.783, 0.386, -0.064], [3.936, 0.915, 1.449], [6.455, 1.849, 0.700], [0.798, -5.512, -1.322], [0.099, -5.917, -2.627], [-0.935, -4.933, -2.779], [-0.870, -4.036, -1.780], [-1.547, -3.051, -1.726], [0.066, -4.340, -0.892], [-0.344, -7.185, -2.535], [1.854, -5.281, -1.440], [0.635, -6.161, -0.463], [0.707, -5.787, -3.523], [0.226, 3.706, 1.918], [-0.747, 3.140, 2.968], [-1.823, 2.834, 2.141], [-1.796, 3.597, 1.031], [-2.449, 3.459, 0.065], [-0.697, 4.459, 1.132], [-1.086, 4.215, 3.754], [0.801, 2.920, 1.416], [0.901, 4.408, 2.407], [-0.324, 2.369, 3.606], [-2.153, 2.727, -4.025], [-0.644, 2.792, -4.098], [-0.410, 4.080, -3.577], [-1.575, 4.800, -3.401], [-1.560, 5.965, -3.205], [-2.616, 4.037, -3.752], [-0.113, 2.752, -5.357], [-2.471, 2.039, -3.240], [-2.595, 2.306, -4.928], [-0.125, 2.078, -3.458], [-2.461, -0.257, 4.308], [-3.347, -1.419, 4.685], [-4.170, -1.570, 3.568], [-3.564, -1.051, 2.480], [-4.003, -1.231, 1.395], [-2.528, -0.250, 2.863], [-4.128, -1.209, 5.773], [-1.462, -0.462, 4.697], [-2.737, 0.723, 4.696], [-2.797, -2.350, 4.844], [1.652, -3.057, 1.685], [1.453, -2.152, 2.864], [1.239, -3.017, 3.943], [1.188, -4.313, 3.535], [0.991, -5.248, 4.223], [1.267, -4.339, 2.183], [0.400, -1.282, 2.721], [2.681, -3.015, 1.321], [1.064, -2.849, 0.794], [2.297, -1.556, 3.215]]
}


# 3
{
  "formula": "C5H8N2",
  "method": "ωB97M-V/def2-TZVPD",
  "relative_energy_ev": 4.988,
  "multiplicity": 1,
  "e_lumo_ev": 0.73,
  "total_charge": 0,
  "gap_ev": 7.90,
  "elements": ["C", "C", "C", "C", "N", "C", "N", "H", "H", "H", "H", "H", "H", "H", "H"],
  "xyz": [[-1.798, 1.599, 1.079], [-1.514, 0.201, 0.603], [-0.531, -0.090, -0.251], [0.574, -0.678, -0.730], [0.826, -1.084, -2.071], [1.601, -1.015, 0.260], [1.560, -0.595, 1.464], [-0.930, 2.268, 1.038], [-2.623, 2.046, 0.512], [-2.150, 1.530, 2.114], [-1.656, -0.069, -0.754], [1.741, -0.777, -2.387], [0.135, -0.738, -2.725], [2.409, -1.646, -0.141], [2.356, -0.954, 1.989]]
}


# 4
{
  "formula": "C5H10NO",
  "method": "ωB97M-V/def2-TZVPD",
  "relative_energy_ev": 2.071,
  "multiplicity": 1,
  "e_lumo_ev": -4.53,
  "total_charge": 1,
  "gap_ev": 9.16,
  "elements": ["C", "C", "C", "C", "C", "N", "O", "H", "H", "H", "H", "H", "H", "H", "H", "H", "H"],
  "xyz": [[-1.202, -0.003, 1.205], [-2.183, -0.002, 0.277], [0.158, -0.607, 0.923], [0.927, 0.137, -0.089], [2.030, -0.322, -0.973], [0.578, 1.429, -0.114], [-1.646, -0.498, -0.945], [-1.352, 0.399, 2.261], [-3.289, 0.211, 0.288], [0.616, -0.704, 1.990], [0.011, -1.652, 0.596], [2.761, 0.504, -1.282], [1.719, -0.847, -1.800], [2.761, -0.998, -0.298], [0.797, 1.972, -0.948], [-0.317, 1.511, 0.420], [-2.371, -0.528, -1.509]]
}


Number 1: electronic energy -1218.14135 hartree, M 156.00 g/mol. Number 2: electronic energy -3434.55961 hartree, M 837.49 g/mol. Number 3: electronic energy -304.65219 hartree, M 96.13 g/mol. Number 4: electronic energy -326.20568 hartree, M 100.14 g/mol.